A structure of composition C33H38InN5P2 at a distorted geometry, computed with ωB97M-V/def2-TZVPD.

Geometry as XYZ:
```
79
Properties=species:S:1:pos:R:3:lowdin_charge:R:1
In 0.0437 0.0833 0.3988 0.813
C -0.1169 3.4512 -0.0530 -0.097
N 0.9237 2.5850 0.4930 -0.077
C 2.2405 2.7004 -0.1248 -0.095
C 2.5761 1.5054 -0.9589 -0.280
N 1.8388 0.4254 -1.0825 0.082
C 2.4766 -0.3813 -2.0060 -0.219
C 2.0979 -1.5862 -2.5875 -0.038
C 2.9436 -2.1286 -3.5335 -0.058
C 4.1320 -1.4956 -3.9096 -0.052
C 4.5134 -0.2892 -3.3588 0.012
C 3.6638 0.2590 -2.4103 -0.166
N 3.6858 1.4515 -1.7214 0.195
C -1.0637 2.6996 -0.9369 -0.277
N -1.0711 1.3979 -1.1138 0.081
C -2.0693 1.1267 -2.0254 -0.219
C -2.4656 -0.0668 -2.6179 -0.047
C -3.4992 -0.0049 -3.5280 -0.059
C -4.1235 1.2027 -3.8566 -0.051
C -3.7324 2.3992 -3.2889 0.013
C -2.6910 2.3397 -2.3762 -0.165
N -2.0196 3.3100 -1.6651 0.197
H 0.3139 4.2776 -0.6375 0.140
H -0.6908 3.9062 0.7632 0.148
H 1.0172 2.7668 1.4859 0.124
H 3.0119 2.8174 0.6461 0.151
H 2.2928 3.5834 -0.7777 0.141
H 1.1503 -2.0386 -2.3313 0.084
H 2.6813 -3.0582 -4.0127 0.115
H 4.7470 -1.9526 -4.6679 0.118
H 5.4109 0.2186 -3.6718 0.123
H 4.3952 2.1628 -1.8073 0.186
H -1.9463 -0.9886 -2.3951 0.080
H -3.8328 -0.9098 -4.0111 0.114
H -4.9136 1.1927 -4.5891 0.117
H -4.1947 3.3363 -3.5541 0.123
H -2.2091 4.2984 -1.7092 0.185
C -3.0826 -3.0903 -0.7005 -0.220
P -2.2224 -1.7483 0.2137 0.843
C -3.7077 -0.7940 0.7186 -0.229
C -1.7227 -2.7664 1.6605 -0.411
C -2.6199 -3.2436 2.6115 -0.067
C -2.2044 -4.1179 3.6008 -0.036
C -0.8885 -4.5482 3.6411 -0.041
C 0.0128 -4.0944 2.6951 -0.086
C -0.3866 -3.1903 1.7145 -0.417
P 0.7886 -2.6123 0.4416 0.836
C 0.9767 -4.1523 -0.5454 -0.209
C 2.4122 -2.5347 1.2750 -0.238
H -3.7942 -3.5666 -0.0254 0.063
H -2.3710 -3.8326 -1.0553 0.041
H -3.6150 -2.6659 -1.5492 0.040
H -4.2319 -1.2555 1.5547 0.047
H -4.3698 -0.7431 -0.1470 0.055
H -3.4316 0.2258 0.9851 0.033
H -3.6645 -2.9649 2.5798 0.106
H -2.9156 -4.4914 4.3216 0.120
H -0.5691 -5.2541 4.3918 0.120
H 1.0245 -4.4761 2.7071 0.107
H 1.1329 -4.9881 0.1397 0.064
H 1.8317 -4.0551 -1.2128 0.042
H 0.0743 -4.3329 -1.1293 0.045
H 2.6927 -3.4946 1.7052 0.051
H 2.3780 -1.7727 2.0546 0.044
H 3.1604 -2.2494 0.5320 0.051
C -0.9644 0.4817 2.4977 -0.153
C -0.2140 0.5017 3.7491 -0.330
C -0.1400 1.6545 4.5373 -0.050
C 0.4165 1.6060 5.8024 -0.068
C 0.9611 0.4265 6.2840 -0.065
C 0.9096 -0.7225 5.5050 -0.062
C 0.3167 -0.6861 4.2618 -0.050
H -1.5164 1.4036 2.3218 0.056
H -1.6196 -0.3811 2.4454 0.007
H -0.5654 2.5786 4.1709 0.108
H 0.4237 2.4873 6.4238 0.111
H 1.4148 0.3927 7.2609 0.111
H 1.3127 -1.6467 5.8877 0.110
H 0.2389 -1.5849 3.6645 0.085
```

Computed properties:
E_HOMO   -12.851 eV
LUMO level   -5.425 eV
ΔE to the lowest compared entry with this formula, charge and spin   58.65 kJ/mol
Total charge   +2
Kohn-Sham gap   7.427 eV



A structure of composition C33H38N2P2SSrTe at a distorted geometry, computed with ωB97M-V/def2-TZVPD.

Geometry as XYZ:
```
78
Properties=species:S:1:pos:R:3:lowdin_charge:R:1
Sr 2.0940 0.5548 1.1012 0.821
C -3.8726 0.3696 -6.0208 -0.427
S -2.9401 -0.4713 -4.7259 0.800
C -3.9674 -0.0687 -3.2743 -0.477
C -3.2029 0.6732 -2.1833 -0.247
C -2.0080 -0.1396 -1.6962 -0.298
N -1.2923 0.4741 -0.5630 -0.439
P -0.1052 1.7375 -0.7614 0.950
C -0.5412 2.6356 -2.2982 -0.378
C -0.1846 2.1597 -3.5557 -0.089
C -0.5456 2.8636 -4.6934 -0.076
C -1.2510 4.0551 -4.5793 -0.085
C -1.5867 4.5496 -3.3262 -0.088
C -1.2278 3.8421 -2.1884 -0.116
C 1.4344 0.8952 -1.2603 -0.668
C 1.6714 -0.5755 -1.3968 -0.499
C 2.8911 -0.8844 -2.1582 -0.239
C 3.9203 -0.0156 -2.2428 -0.132
C 3.7961 1.2990 -1.6988 -0.134
C 2.5289 1.7522 -1.3965 -0.282
P -0.7292 -0.4680 0.7792 0.871
C -1.7261 0.1864 2.1838 -0.365
C -1.0714 0.8224 3.2325 -0.112
C -1.7860 1.3626 4.2985 -0.086
C -3.1656 1.2760 4.3159 -0.084
C -3.8372 0.6601 3.2624 -0.075
C -3.1223 0.1215 2.2094 -0.096
C -1.4160 -2.1519 0.5872 -0.387
C -1.9182 -2.7952 1.7160 -0.093
C -2.2264 -4.1468 1.6847 -0.074
C -2.0341 -4.8789 0.5248 -0.077
C -1.5171 -4.2531 -0.6005 -0.071
C -1.1865 -2.9096 -0.5634 -0.157
H -3.3727 0.1544 -6.9637 0.027
H -3.8753 1.4475 -5.8603 0.032
H -4.8932 -0.0056 -6.0738 0.033
H -4.3930 -0.9959 -2.8853 0.073
H -4.7949 0.5456 -3.6283 0.075
H -3.8703 0.8325 -1.3299 0.114
H -2.9062 1.6537 -2.5483 0.089
H -1.3243 -0.3531 -2.5256 0.080
H -2.4150 -1.0908 -1.3556 0.089
H 0.3851 1.2404 -3.6374 0.112
H -0.2781 2.4810 -5.6699 0.106
H -1.5265 4.6060 -5.4698 0.102
H -2.1223 5.4860 -3.2366 0.101
H -1.4875 4.2182 -1.2053 0.098
H 0.7847 -1.0152 -1.8448 0.048
H 2.7649 -1.6861 -2.8773 0.107
H 4.8023 -0.2865 -2.8096 0.102
H 4.5896 2.0185 -1.8534 0.087
H 2.3766 2.8283 -1.3034 0.103
H 0.0148 0.9569 3.2319 0.068
H -1.2592 1.8546 5.1059 0.102
H -3.7252 1.6939 5.1427 0.103
H -4.9180 0.5997 3.2697 0.105
H -3.6442 -0.3660 1.3935 0.111
H -2.0614 -2.2497 2.6383 0.100
H -2.6087 -4.6247 2.5773 0.104
H -2.2704 -5.9346 0.4976 0.103
H -1.3455 -4.8160 -1.5086 0.109
H -0.7404 -2.4602 -1.4399 0.087
C 5.6496 -1.2708 5.5590 -0.048
C 4.7172 -1.0332 4.3575 -0.595
C 5.4943 -0.2799 3.2739 -0.041
C 3.4975 -0.2376 4.8347 -0.044
C 4.2991 -2.3660 3.8837 -0.221
N 4.0454 -3.4463 3.5905 0.181
H 6.0026 -0.3106 5.9381 0.087
H 6.5102 -1.8702 5.2650 0.093
H 5.1257 -1.7941 6.3581 0.092
H 5.8851 0.6443 3.7048 0.090
H 4.8982 -0.0134 2.3963 0.053
H 6.3372 -0.8732 2.9218 0.098
H 3.8337 0.6889 5.3036 0.091
H 2.9281 -0.8085 5.5674 0.097
H 2.8109 0.0260 4.0236 0.046
Te 2.2047 -2.3199 0.4797 0.358
```

Computed properties:
E_HOMO   -5.474 eV
LUMO level   -0.438 eV
ΔE to the lowest compared entry with this formula, charge and spin   199.29 kJ/mol
Kohn-Sham gap   5.036 eV



A structure of composition C33H39AgN2O5S2 at a distorted geometry, computed with ωB97M-V/def2-TZVPD.

Geometry as XYZ:
```
82
Properties=species:S:1:pos:R:3:lowdin_charge:R:1
Ag -0.5611 0.4431 0.2172 0.740
O -1.9153 -0.2626 2.2153 -0.571
S -2.4411 -0.8660 3.4605 0.938
C -3.3760 -2.3818 2.9037 -0.311
C -2.5722 -3.3673 2.0727 -0.243
C -2.3816 -2.9085 0.6246 -0.250
C -1.5752 -3.9206 -0.1664 -0.318
S -0.6415 -3.1201 -1.5660 0.930
O -0.1183 -1.8606 -0.9985 -0.577
C -2.0378 -2.6261 -2.5460 -0.406
C -2.5326 -3.5386 -3.4787 -0.133
C -3.6036 -3.1824 -4.2758 -0.134
C -4.1595 -1.9077 -4.1659 -0.106
C -3.6196 -0.9911 -3.2670 -0.065
C -2.5589 -1.3344 -2.4469 -0.093
C -1.0740 -1.6828 4.2545 -0.395
C 0.1722 -1.7188 3.6385 -0.054
C 1.2448 -2.2776 4.3094 -0.070
C 1.0887 -2.7928 5.5940 -0.095
C -0.1525 -2.7170 6.2170 -0.111
C -1.2316 -2.1609 5.5555 -0.107
H -4.2139 -1.9689 2.3420 0.086
H -3.7434 -2.8345 3.8308 0.073
H -3.0803 -4.3395 2.0919 0.110
H -1.5900 -3.5158 2.5329 0.101
H -1.8615 -1.9457 0.6192 0.071
H -3.3522 -2.7519 0.1480 0.122
H -2.1905 -4.7134 -0.5994 0.082
H -0.7823 -4.3681 0.4387 0.077
H -2.0680 -4.5167 -3.5616 0.090
H -4.0058 -3.8878 -4.9947 0.081
H -4.9995 -1.6287 -4.7905 0.085
H -4.0259 0.0117 -3.2088 0.080
H -2.1194 -0.5869 -1.7568 0.002
H 0.2935 -1.2633 2.6585 0.089
H 2.2184 -2.3009 3.8360 0.102
H 1.9325 -3.2309 6.1120 0.092
H -0.2703 -3.0870 7.2293 0.091
H -2.2045 -2.0857 6.0300 0.100
N 1.9177 0.8059 -2.0794 0.116
C 1.3245 1.0557 -3.3006 -0.328
C 0.3097 0.2238 -3.7918 -0.034
C -0.2486 0.4396 -5.0357 -0.104
C 0.2009 1.4781 -5.8477 -0.150
C 1.2152 2.2996 -5.3770 -0.143
C 1.7715 2.0971 -4.1233 -0.064
H 2.1798 1.6212 -1.5418 0.061
H 1.4046 0.1757 -1.4683 0.039
H -0.0618 -0.5635 -3.1537 0.071
H -1.0645 -0.1925 -5.3697 0.092
H -0.2354 1.6506 -6.8252 0.074
H 1.5782 3.1153 -5.9949 0.080
H 2.5482 2.7595 -3.7560 0.097
C -3.6839 2.4752 -2.0446 -0.126
C -2.3970 2.3878 -1.1787 -0.853
C -2.7545 2.9472 0.2304 -0.130
C -1.3629 3.3736 -1.7929 -0.106
N -1.9118 1.0599 -1.1560 -0.217
H -4.0720 3.5068 -2.0921 0.046
H -4.4519 1.8237 -1.6203 0.047
H -3.4574 2.1309 -3.0568 0.046
H -3.1975 3.9586 0.1735 0.043
H -1.8397 2.9897 0.8262 0.042
H -3.4545 2.2700 0.7234 0.045
H -1.7371 4.4110 -1.7794 0.046
H -1.1408 3.0854 -2.8239 0.054
H -0.4412 3.3165 -1.2102 0.052
O 2.8885 4.2061 2.3352 0.064
C 3.2890 3.1356 3.0714 -0.260
C 4.1047 3.3404 4.1845 -0.056
C 4.5430 2.2785 4.9612 -0.126
C 4.1489 0.9928 4.6257 -0.116
C 3.3151 0.7960 3.5353 -0.031
C 2.8661 1.8426 2.7357 -0.045
C 1.9389 1.5197 1.5606 -0.635
O 1.8926 2.3299 0.6280 -0.010
O 1.3535 0.3998 1.6675 -0.131
H 3.2671 4.9989 2.7227 0.091
H 4.3874 4.3566 4.4479 0.098
H 5.1765 2.4607 5.8214 0.086
H 4.4777 0.1484 5.2211 0.085
H 2.9690 -0.1960 3.2763 0.089
```

Computed properties:
E_HOMO   1.639 eV
LUMO level   3.886 eV
ΔE to the lowest compared entry with this formula, charge and spin   142.81 kJ/mol
Total charge   -2
Kohn-Sham gap   2.247 eV